No. 1
A molecular structure, C31H27O4 in a non-equilibrium geometry. Source: the OMol25 dataset; level of theory: ωB97M-V/def2-TZVPD.

XYZ file:
```
62
Properties=species:S:1:pos:R:3
C -2.54 -0.84 4.74
C -1.49 0.14 4.25
C -0.44 -0.48 3.40
C 0.90 0.15 3.57
C 1.95 -0.71 4.24
O 1.18 1.26 3.14
O -1.57 1.35 4.44
H -2.10 -1.83 4.92
H -2.99 -0.46 5.66
H -3.33 -0.95 3.99
H -0.43 -1.57 3.46
H 1.60 -1.73 4.45
H 2.83 -0.75 3.59
H 2.26 -0.23 5.18
C -6.41 1.45 -2.27
O -6.15 1.43 -0.85
C -4.99 0.88 -0.41
C -4.58 1.20 0.91
C -3.31 0.88 1.33
C -2.40 0.15 0.51
C -1.09 -0.14 0.96
C 0.04 -0.19 0.13
C 1.24 -0.90 0.49
C 2.40 -0.79 -0.22
C 3.56 -1.65 0.08
C 3.37 -2.96 0.59
C 4.45 -3.81 0.85
C 5.76 -3.36 0.63
C 5.97 -2.07 0.13
C 4.89 -1.24 -0.15
C 2.49 0.21 -1.31
O 3.58 0.61 -1.76
C 1.19 0.71 -1.85
C 1.13 1.41 -3.14
C -0.08 1.38 -3.89
C -0.20 2.07 -5.09
C 0.88 2.82 -5.59
C 2.08 2.85 -4.87
C 2.20 2.14 -3.67
C 0.06 0.53 -1.11
C -2.88 -0.25 -0.78
C -4.15 0.09 -1.23
H -7.31 2.06 -2.36
H -5.58 1.91 -2.82
H -6.60 0.43 -2.64
H -5.27 1.74 1.55
H -2.97 1.24 2.30
H -0.87 -0.20 2.10
H 1.22 -1.54 1.38
H 2.35 -3.32 0.75
H 4.27 -4.82 1.21
H 6.61 -4.01 0.86
H 6.98 -1.70 -0.05
H 5.05 -0.26 -0.59
H -0.92 0.78 -3.52
H -1.14 2.02 -5.65
H 0.78 3.37 -6.52
H 2.93 3.42 -5.23
H 3.15 2.13 -3.14
H -0.85 1.05 -1.40
H -2.24 -0.84 -1.43
H -4.49 -0.22 -2.22
```

## Properties
- LUMO level: 1.803 eV
- Multiplicity: 1
- Net charge: -1
- ΔE to the lowest compared entry with this formula, charge and spin: 62.69 kcal/mol
- Electronic energy: -40773.70794 eV
- Kohn-Sham gap: 5.40 eV

---

No. 2
A molecular structure, C29H31AuBN2O2. Source: the OMol25 dataset; level of theory: ωB97M-V/def2-TZVPD.

XYZ file:
```
66
Properties=species:S:1:pos:R:3
Au -0.58 -0.21 0.84
N -1.71 0.33 2.66
C -1.86 -0.79 3.56
C -2.20 -0.65 4.87
C -2.36 -1.78 5.70
C -2.20 -3.04 5.19
C -1.84 -3.22 3.83
C -1.63 -4.49 3.25
C -1.24 -4.58 1.95
C -1.02 -3.40 1.21
N -1.22 -2.20 1.72
C -1.64 -2.09 3.02
H -1.35 1.16 3.11
H -2.61 0.59 2.25
H -2.35 0.34 5.28
H -2.63 -1.64 6.73
H -2.35 -3.91 5.81
H -1.78 -5.38 3.85
H -1.06 -5.54 1.47
H -0.67 -3.43 0.19
C 3.13 -4.80 -3.01
C 2.31 -3.87 -3.62
C 1.70 -2.87 -2.89
C 1.90 -2.79 -1.50
C 2.72 -3.75 -0.90
C 3.33 -4.74 -1.64
C 1.25 -1.82 -0.60
C 0.39 -0.82 -0.83
C 0.06 -0.17 -2.11
C -1.26 0.06 -2.50
C -1.54 0.70 -3.69
C -0.51 1.14 -4.51
C 0.81 0.93 -4.12
C 1.09 0.28 -2.93
H 3.61 -5.58 -3.59
H 2.15 -3.92 -4.69
H 1.06 -2.17 -3.39
H 2.88 -3.70 0.17
H 3.97 -5.46 -1.14
H 1.48 -2.03 0.44
H -2.07 -0.28 -1.86
H -2.57 0.86 -3.98
H -0.73 1.65 -5.43
H 1.62 1.28 -4.75
H 2.12 0.13 -2.63
C 0.51 4.41 1.86
C -0.25 3.97 0.62
C -1.36 4.95 0.30
O -0.87 2.68 0.95
B -0.11 1.72 0.36
O 0.88 2.17 -0.44
C 0.68 3.61 -0.59
C 0.02 3.80 -1.95
C 2.04 4.28 -0.56
H -0.19 4.53 2.69
H 1.00 5.37 1.70
H 1.26 3.68 2.15
H -1.97 5.12 1.19
H -2.01 4.58 -0.50
H -0.94 5.91 -0.01
H -0.94 3.29 -2.00
H 0.66 3.36 -2.71
H -0.13 4.85 -2.18
H 2.61 3.98 0.32
H 1.93 5.36 -0.56
H 2.60 3.99 -1.45
```

## Properties
- LUMO level: -3.360 eV
- Multiplicity: 1
- Net charge: +1
- ΔE to the lowest compared entry with this formula, charge and spin: 0.00 kcal/mol
- Electronic energy: -42017.67020 eV
- Kohn-Sham gap: 7.07 eV